Entry 1:
Formula: C49H55BBr52INO5S
Source: the OMol25 dataset
Level of theory: ωB97M-V with the def2-TZVPD basis set

Its lowest unoccupied orbital energy is -0.24 eV. Its HOMO-LUMO gap is 7.700 eV.

Positions of all 165 atoms, in Å:
1 C -2.36335 -3.80589 4.42444
2 C -2.57664 -2.27008 4.39116
3 C -4.05408 -1.95606 4.14049
4 C -4.38626 -0.47859 4.08032
5 O -3.92499 0.22604 2.91566
6 N -3.55984 -0.62518 1.87748
7 C -2.43748 -0.13910 1.17268
8 C -1.83330 1.07175 1.42917
9 C -0.74317 1.51381 0.68646
10 Br -0.10562 3.25601 1.11195
11 C -0.19220 0.75677 -0.34282
12 C 0.95811 1.16945 -1.25134
13 C 2.29212 1.62689 -0.63696
14 C 2.98474 0.69179 0.38417
15 C 2.74632 -0.81189 0.11641
16 C 2.71911 1.11603 1.85129
17 C -0.81131 -0.47734 -0.58578
18 C -1.90169 -0.90715 0.13881
19 S -2.73116 -2.44862 -0.19363
20 C -4.40891 -1.86414 -0.02017
21 C -4.63080 -0.97302 1.03014
22 C -5.90843 -0.48638 1.20876
23 C -6.95433 -0.85801 0.36896
24 C -8.34353 -0.30112 0.60156
25 C -9.07975 -1.06170 1.74253
26 C -8.92739 -0.29032 3.05985
27 I -10.62845 1.00972 3.37708
28 C -6.72102 -1.75302 -0.68177
29 O -7.77192 -2.17976 -1.50036
30 C -7.88391 -1.62784 -2.76729
31 O -7.47499 -2.23251 -3.71397
32 C -8.56801 -0.31448 -2.98048
33 C -9.72753 -0.23369 -3.73569
34 C -10.37436 0.97557 -3.93159
35 C -9.85575 2.15040 -3.40474
36 C -8.67363 2.07795 -2.67199
37 C -8.05481 0.86483 -2.45314
38 C -5.43092 -2.25763 -0.86595
39 B -5.08239 -3.27389 -2.05878
40 O -5.11804 -4.64371 -1.89332
41 O -4.74287 -2.72397 -3.28443
42 C -3.35674 -2.62335 -3.58713
43 H -2.09214 -4.13304 5.42790
44 H -1.57723 -4.09996 3.73330
45 H -3.30066 -4.30810 4.18069
46 H -2.38186 -1.91571 5.40752
47 H -1.91682 -1.76618 3.68829
48 H -4.45060 -2.52645 3.29780
49 H -4.58017 -2.33692 5.02490
50 H -3.89360 0.00705 4.92718
51 H -5.46446 -0.34563 4.21819
52 H -2.20361 1.72366 2.20861
53 H 1.16329 0.32966 -1.91521
54 H 0.57049 1.97537 -1.88458
55 H 2.23515 2.63498 -0.23308
56 H 2.99008 1.69542 -1.48047
57 H 4.05808 0.85348 0.24685
58 H 1.95986 -1.26649 0.73923
59 H 3.65152 -1.34565 0.42225
60 H 2.51337 -0.97716 -0.93438
61 H 1.87117 0.60785 2.29782
62 H 2.60469 2.19966 1.87256
63 H 3.62849 0.92083 2.42334
64 H -0.47056 -1.14286 -1.37278
65 H -6.12987 0.18394 2.02863
66 H -8.91029 -0.37093 -0.31965
67 H -8.25234 0.75349 0.87654
68 H -8.58839 -2.02993 1.86344
69 H -10.11518 -1.19562 1.44077
70 H -8.93003 -0.99244 3.89511
71 H -7.98666 0.24210 3.09059
72 H -10.16715 -1.10953 -4.19901
73 H -11.28952 1.02985 -4.50791
74 H -10.33679 3.10821 -3.54922
75 H -8.26951 3.00302 -2.27766
76 H -7.13641 0.85509 -1.88132
77 H -5.90448 -4.97317 -2.34787
78 H -3.23387 -2.41948 -4.65202
79 H -2.88453 -1.79034 -3.06131
80 H -2.82324 -3.54771 -3.34736
81 C 6.35013 -3.10858 -1.35645
82 Br 4.93876 -2.26700 -2.35230
83 Br 7.83186 -1.91588 -1.06829
84 Br 5.70992 -3.86494 0.29625
85 H 6.71319 -3.92946 -1.95922
86 C 8.70352 -4.20922 -4.25140
87 Br 7.14431 -5.30881 -3.98046
88 Br 9.84696 -4.92972 -5.61892
89 Br 8.21847 -2.38117 -4.59775
90 H 9.26614 -4.21948 -3.32719
91 C -5.57929 4.43675 -0.10756
92 Br -5.76613 2.52621 0.04291
93 Br -6.62810 5.35614 1.22106
94 Br -3.72896 4.96211 -0.05239
95 H -5.96715 4.72497 -1.07414
96 C 3.02831 -3.10617 3.46935
97 Br 1.47403 -2.19320 2.77580
98 Br 4.44334 -1.87411 3.89114
99 Br 2.62131 -4.24067 4.96805
100 H 3.39230 -3.74592 2.67779
101 C 5.33662 0.19317 -5.42330
102 Br 4.62998 -0.94702 -6.80077
103 Br 7.11258 0.78355 -5.88395
104 Br 4.14958 1.65258 -5.02812
105 H 5.42560 -0.40208 -4.52329
106 C 9.18282 -7.96478 -1.20781
107 Br 8.76371 -9.02773 -2.75510
108 Br 10.86207 -7.04319 -1.41052
109 Br 7.75817 -6.74475 -0.77960
110 H 9.28732 -8.64080 -0.37184
111 C 0.31217 6.79503 3.44991
112 Br 1.28530 6.44168 1.82403
113 Br -0.56038 5.21899 4.12187
114 Br 1.43617 7.60774 4.78403
115 H -0.46222 7.50796 3.20697
116 C 8.05944 -3.00496 6.21075
117 Br 8.19200 -4.33509 4.82566
118 Br 7.84105 -1.24046 5.47534
119 Br 6.66512 -3.42378 7.46872
120 H 8.99384 -3.01203 6.75246
121 C -7.85568 3.01887 6.54057
122 Br -8.32639 1.39492 5.61549
123 Br -6.54647 2.71643 7.92555
124 Br -7.27858 4.36933 5.29729
125 H -8.74893 3.38745 7.02449
126 C 7.96677 3.81820 -8.72831
127 Br 9.07442 2.73251 -9.86650
128 Br 6.17436 3.13100 -8.61404
129 Br 8.75611 4.05646 -6.98725
130 H 7.90480 4.79595 -9.18425
131 C 2.99024 6.71818 8.75767
132 Br 4.05102 7.94963 7.72227
133 Br 3.83405 6.29736 10.43364
134 Br 1.19555 7.36411 8.99638
135 H 2.92804 5.80056 8.19033
136 C 7.63601 4.33636 -1.93883
137 Br 6.63802 5.90747 -2.43046
138 Br 7.40859 3.89758 -0.07879
139 Br 7.21510 2.84927 -3.08507
140 H 8.68145 4.56574 -2.08516
141 C -13.46770 4.16031 4.29816
142 Br -13.49728 2.30132 3.79377
143 Br -13.07615 4.37563 6.17064
144 Br -12.25468 5.16701 3.19626
145 H -14.45937 4.55438 4.13001
146 C 8.73674 -12.23208 -5.75494
147 Br 9.66605 -11.08004 -6.98413
148 Br 9.78485 -12.57934 -4.17963
149 Br 6.99915 -11.53571 -5.30439
150 H 8.58420 -13.17761 -6.25442
151 C 7.91231 7.85177 7.50150
152 Br 7.87746 6.06468 6.79100
153 Br 8.46167 7.87268 9.34498
154 Br 8.98891 9.02660 6.42156
155 H 6.89982 8.22561 7.46877
156 C 11.69408 5.22935 -12.12278
157 Br 12.65784 6.01750 -13.58943
158 Br 12.83272 4.91591 -10.60415
159 Br 10.15007 6.27417 -11.64595
160 H 11.33491 4.26649 -12.45644
161 C 1.47058 -3.72107 -4.08270
162 Br 2.46499 -2.94447 -5.53916
163 Br 2.50802 -5.07981 -3.20615
164 Br 0.83553 -2.41238 -2.81770
165 H 0.59589 -4.19301 -4.50712

Results of the Löwdin charge analysis, in e, for atoms 1 through 99:
1. C -0.09
2. C -0.24
3. C -0.20
4. C -0.16
5. O -0.09
6. N -0.04
7. C -0.20
8. C -0.05
9. C -0.56
10. Br 0.77
11. C -0.23
12. C -0.15
13. C -0.19
14. C -0.37
15. C -0.14
16. C -0.09
17. C -0.07
18. C -0.41
19. S 1.08
20. C -0.36
21. C -0.21
22. C -0.02
23. C -0.16
24. C -0.14
25. C -0.27
26. C -0.67
27. I 0.77
28. C -0.15
29. O 0.07
30. C -0.37
31. O 0.19
32. C -0.13
33. C -0.02
34. C -0.07
35. C -0.07
36. C -0.07
37. C -0.05
38. C 0.01
39. B -0.60
40. O 0.18
41. O 0.02
42. C -0.09
43. H 0.07
44. H 0.06
45. H 0.07
46. H 0.11
47. H 0.09
48. H 0.11
49. H 0.12
50. H 0.13
51. H 0.10
52. H 0.11
53. H 0.06
54. H 0.12
55. H 0.06
56. H 0.10
57. H 0.12
58. H -0.05
59. H 0.04
60. H 0.00
61. H 0.03
62. H 0.05
63. H 0.05
64. H -0.02
65. H 0.10
66. H 0.10
67. H 0.10
68. H 0.12
69. H 0.08
70. H 0.03
71. H -0.01
72. H 0.12
73. H 0.11
74. H 0.10
75. H 0.10
76. H 0.07
77. H 0.12
78. H 0.09
79. H 0.07
80. H 0.09
81. C -1.62
82. Br 0.61
83. Br 0.58
84. Br 0.58
85. H -0.15
86. C -1.60
87. Br 0.60
88. Br 0.60
89. Br 0.56
90. H -0.03
91. C -1.62
92. Br 0.70
93. Br 0.57
94. Br 0.58
95. H -0.03
96. C -1.60
97. Br 0.70
98. Br 0.57
99. Br 0.58

---

Entry 2:
Formula: C49H57BIN11PS3ScSe
Source: the OMol25 dataset
Level of theory: ωB97M-V with the def2-TZVPD basis set

Its lowest unoccupied orbital energy is -6.19 eV. The energy above the lowest of the compared OMol25 structures with the same formula, charge and spin comes out at 59.1 kcal/mol. Its HOMO-LUMO gap is 6.598 eV. As for the total charge: +2.

Positions of all 125 atoms, in Å:
1 Sc 0.42755 -0.67325 -0.48527
2 C -2.26728 -5.94723 -3.13872
3 C -1.75490 -4.50677 -3.08829
4 C -0.26729 -4.51672 -3.40683
5 C -2.47286 -3.62822 -4.11297
6 N -2.08971 -3.96072 -1.72230
7 C -3.41476 -3.97743 -1.31808
8 C -3.45404 -3.58412 -0.03529
9 N -2.16409 -3.31081 0.36458
10 B -1.93922 -2.91143 1.85275
11 N -0.54158 -3.28735 2.38499
12 C -0.32355 -4.56604 2.85667
13 C 0.95702 -4.64741 3.25835
14 N 1.54140 -3.41145 3.03262
15 C 0.60695 -2.60201 2.48543
16 S 0.79582 -0.94177 2.04457
17 C 2.94368 -3.05939 3.43884
18 C 3.72609 -2.55441 2.22570
19 C 3.63109 -4.31366 3.97151
20 C 2.89028 -2.00881 4.54594
21 N -2.39772 -1.44297 2.15460
22 C -2.92483 -1.16433 3.39922
23 C -3.55174 0.02238 3.33310
24 N -3.43481 0.48915 2.03355
25 C -2.68391 -0.40502 1.34692
26 S -2.09177 -0.25360 -0.27013
27 C -4.20194 1.71351 1.58785
28 C -4.42413 1.76071 0.07958
29 C -3.43698 2.95415 2.04031
30 C -5.58102 1.66037 2.25464
31 C -1.33924 -3.53217 -0.67571
32 S 0.37510 -3.23322 -0.65541
33 H -2.05510 -6.36610 -4.12205
34 H -3.34160 -6.01431 -2.97524
35 H -1.76291 -6.55933 -2.39038
36 H -0.16347 -4.93562 -4.40860
37 H 0.30010 -5.13853 -2.71842
38 H 0.15961 -3.51692 -3.40291
39 H -2.22205 -3.96825 -5.11743
40 H -2.15625 -2.58716 -4.01250
41 H -3.55703 -3.66864 -4.01358
42 H -4.20950 -4.28994 -1.96818
43 H -4.28569 -3.48908 0.63984
44 H -2.70361 -3.59721 2.47755
45 H -1.10708 -5.30169 2.87531
46 H 1.48861 -5.47269 3.68843
47 H 3.59969 -3.23651 1.38028
48 H 4.78589 -2.52030 2.47899
49 H 3.41492 -1.54881 1.95246
50 H 3.69030 -5.10042 3.21813
51 H 3.14212 -4.70164 4.86478
52 H 4.64782 -4.04369 4.25158
53 H 2.40815 -1.09278 4.20940
54 H 3.90675 -1.76600 4.85667
55 H 2.35333 -2.39579 5.41284
56 H -2.83072 -1.85478 4.21827
57 H -4.08684 0.55949 4.09174
58 H -3.50957 1.96998 -0.46753
59 H -5.12754 2.57066 -0.11309
60 H -4.86147 0.83612 -0.29840
61 H -2.47085 3.02614 1.53606
62 H -3.26399 2.94633 3.11724
63 H -4.02166 3.84267 1.79955
64 H -6.08249 0.71454 2.04729
65 H -6.19198 2.46542 1.84956
66 H -5.53582 1.80807 3.33196
67 N 2.73498 -0.54386 -0.56327
68 C 3.56390 0.49911 0.03247
69 C 4.91757 0.24625 0.20272
70 C 5.74049 1.20052 0.77585
71 C 5.20557 2.41025 1.19570
72 C 3.85580 2.66141 1.02395
73 C 3.01463 1.72251 0.42250
74 P 1.23187 2.00814 0.16516
75 C 0.64238 2.84795 1.68353
76 C -0.13777 2.10235 2.56546
77 C -0.52105 2.61517 3.79710
78 C -0.16447 3.90341 4.15603
79 C 0.56805 4.67904 3.26722
80 C 0.97442 4.15719 2.04987
81 C 0.97271 3.29049 -1.16178
82 C 2.46028 5.03873 -2.41786
83 C 1.67435 5.78975 -3.18158
84 C 0.43404 6.17885 -2.43792
85 C -0.90110 5.35761 -2.41233
86 C -0.53735 3.64853 -1.07737
87 H 2.99730 -1.43428 -0.13914
88 H 2.93945 -0.62736 -1.56061
89 H 5.32655 -0.70708 -0.11210
90 H 6.79465 0.99561 0.90513
91 H 5.83784 3.15226 1.66380
92 H 3.44550 3.59182 1.39078
93 H -0.46344 1.10829 2.29670
94 H -1.10588 2.00010 4.46959
95 H -0.45788 4.30700 5.11597
96 H 0.83600 5.69506 3.52551
97 H 1.54439 4.79645 1.39725
98 H 3.44580 4.69092 -2.69098
99 H 1.91529 6.12463 -4.18122
100 H 0.18208 7.23144 -2.56098
101 H -1.76141 5.85861 -2.84527
102 H -1.13037 2.95512 -0.47682
103 I 2.72760 1.84092 -3.37162
104 C 1.02035 2.77546 -2.59683
105 C 1.78660 4.66332 -1.11051
106 C 0.71039 5.77039 -0.97348
107 C -0.70065 5.15945 -0.86857
108 C -0.91717 3.80177 -2.56060
109 N 0.07792 3.09057 -3.36693
110 H 2.51556 4.63507 -0.30573
111 H 0.99441 6.56618 -0.28731
112 H -1.39785 5.52614 -0.12188
113 H -1.91988 3.46825 -2.82678
114 Se -1.79518 0.30375 -3.43153
115 N -1.24107 -0.16195 -5.02621
116 C -0.07271 -0.76468 -4.90191
117 C 0.70687 -1.31677 -5.96223
118 C 1.87097 -1.91738 -5.61857
119 C 2.27890 -1.96813 -4.24628
120 N 1.61180 -1.46865 -3.24396
121 C 0.43074 -0.87111 -3.56418
122 N -0.34538 -0.35889 -2.61670
123 H 0.35987 -1.24269 -6.98383
124 H 2.51602 -2.36132 -6.36355
125 H 3.21901 -2.45496 -4.00621

Results of the Löwdin charge analysis, in e, for atoms 1 through 99:
1. Sc 0.37
2. C -0.02
3. C -0.52
4. C -0.07
5. C -0.01
6. N 0.03
7. C -0.03
8. C -0.03
9. N 0.03
10. B -0.56
11. N 0.03
12. C -0.02
13. C -0.01
14. N 0.02
15. C -0.63
16. S 0.73
17. C -0.53
18. C -0.04
19. C -0.04
20. C -0.02
21. N 0.04
22. C -0.02
23. C -0.03
24. N 0.03
25. C -0.60
26. S 0.66
27. C -0.52
28. C -0.07
29. C -0.01
30. C -0.03
31. C -0.61
32. S 0.71
33. H 0.10
34. H 0.08
35. H 0.10
36. H 0.10
37. H 0.08
38. H 0.03
39. H 0.10
40. H 0.05
41. H 0.09
42. H 0.13
43. H 0.14
44. H 0.13
45. H 0.13
46. H 0.12
47. H 0.10
48. H 0.10
49. H 0.03
50. H 0.10
51. H 0.09
52. H 0.10
53. H 0.05
54. H 0.10
55. H 0.10
56. H 0.14
57. H 0.13
58. H 0.03
59. H 0.10
60. H 0.09
61. H 0.07
62. H 0.09
63. H 0.10
64. H 0.10
65. H 0.10
66. H 0.08
67. N -0.03
68. C -0.35
69. C -0.03
70. C -0.04
71. C -0.04
72. C -0.06
73. C -0.30
74. P 1.11
75. C -0.32
76. C -0.15
77. C -0.08
78. C -0.05
79. C -0.05
80. C -0.07
81. C -0.42
82. C -0.10
83. C -0.01
84. C -0.16
85. C -0.07
86. C -0.19
87. H 0.07
88. H 0.03
89. H 0.13
90. H 0.12
91. H 0.12
92. H 0.09
93. H 0.00
94. H 0.11
95. H 0.12
96. H 0.12
97. H 0.08
98. H 0.08
99. H 0.12

---

Which of these has the lowest HOMO-LUMO gap? C49H57BIN11PS3ScSe